Formula: C5H4S
Source: the OMol25 dataset
Level of theory: ωB97M-V with the def2-TZVPD basis set

DFT total energy, eV: -16078.90633
Molecular weight, u: 96.154
Highest occupied orbital energy, eV: -9.5
2S+1: 1
ΔE to the lowest compared entry with this formula, charge and spin, kJ/mol: 426.8
E_LUMO, eV: -1.9
Kohn-Sham gap, eV: 7.65

Atoms and positions in Å:
1 C 2.1509 0.1301 0.0362
2 C 3.4153 0.0545 -0.0212
3 C -0.3772 -0.1156 0.4813
4 C -1.6680 -0.4286 -0.3256
5 C 0.8523 0.3983 -0.2272
6 S -3.0206 0.3726 0.1066
7 H -0.6151 0.5383 1.3308
8 H 0.1048 -1.0482 0.9902
9 H -1.5695 -0.9607 -1.2880
10 H 0.7271 1.0595 -1.0829